C3H7N2 | ωB97M-V/def2-TZVPD

Bonds (Å) are listed after each position.
Positions of all 12 atoms, in Å:
1 C -0.878 0.090 1.178  C2 1.603, N4 1.220, H6 1.139
2 C 0.668 0.293 0.805  C1 1.603, N5 1.485, H7 1.004, H8 1.070
3 C -0.651 -0.288 -1.049  N4 1.586, N5 1.489, H9 1.174, H10 1.093
4 N -1.597 -0.070 0.205  C1 1.220, C3 1.586
5 N 0.764 -0.159 -0.606  C2 1.485, C3 1.489, H11 1.010, H12 0.963
6 H -1.257 0.326 2.226  C1 1.139
7 H 0.775 1.288 0.722  C2 1.004
8 H 1.399 -0.126 1.464  C2 1.070
9 H -0.800 -1.413 -1.350  C3 1.174
10 H -0.933 0.521 -1.726  C3 1.093
11 H 1.267 0.526 -1.152  N5 1.010
12 H 1.242 -0.988 -0.715  N5 0.963

E_tot	-6196.117	eV
molecular weight	71.10	g/mol
charge	+1
orbital gap	11.4349	eV
SMILES	C1=NC[NH2+]C1
HOMO level	-15.340	eV

=====

C3H7N2 | ωB97M-V/def2-TZVPD

Bonds (Å) are listed after each position.
Positions of all 12 atoms, in Å:
1 C 0.490 -0.591 -1.223  C2 1.545, N4 1.195, H6 1.085
2 C 0.242 0.797 -0.592  C1 1.545, C3 1.442, H7 1.012, H8 1.191
3 C 0.250 0.489 0.816  C2 1.442, N5 1.282, H9 1.028
4 N 0.348 -1.634 -0.657  C1 1.195, H11 0.952
5 N -0.864 0.174 1.366  C3 1.282, H10 1.045, H12 1.051
6 H 0.851 -0.325 -2.211  C1 1.085
7 H 0.928 1.448 -0.954  C2 1.012
8 H -0.841 1.053 -1.018  C2 1.191
9 H 1.123 0.594 1.350  C3 1.028
10 H -0.841 -0.314 2.289  N5 1.045
11 H -0.051 -1.837 0.183  N4 0.952
12 H -1.635 0.148 0.652  N5 1.051

E_tot	-6195.428	eV
molecular weight	71.10	g/mol
charge	+1
orbital gap	8.8676	eV
SMILES	[H]/N=C\CC=[NH2+]
HOMO level	-14.204	eV

=====

C3H7N2 | ωB97M-V/def2-TZVPD

Bonds (Å) are listed after each position.
Positions of all 12 atoms, in Å:
1 C -0.933 -0.203 -0.058  C2 1.488, C3 1.842, N4 1.259
2 C -2.022 0.774 0.216  C1 1.488, N4 1.575, H6 1.058, H7 1.166
3 C 0.744 -0.770 0.451  C1 1.842, N5 1.482, H8 1.138, H9 1.028
4 N -2.054 -0.696 -0.350  C1 1.259, C2 1.575
5 N 1.660 -0.022 -0.443  C3 1.482, H10 1.010, H11 0.977, H12 0.990
6 H -2.544 1.025 1.101  C2 1.058
7 H -2.147 1.592 -0.606  C2 1.166
8 H 0.582 -1.829 0.067  C3 1.138
9 H 0.894 -0.455 1.418  C3 1.028
10 H 1.717 0.968 -0.251  N5 1.010
11 H 1.515 -0.181 -1.396  N5 0.977
12 H 2.588 -0.203 -0.149  N5 0.990

E_tot	-6193.545	eV
molecular weight	71.10	g/mol
charge	+1
orbital gap	9.7222	eV
SMILES	[NH3+]CC1=NC1
HOMO level	-14.122	eV

=====

C3H7N2 | ωB97M-V/def2-TZVPD

Bonds (Å) are listed after each position.
Positions of all 12 atoms, in Å:
1 C 0.846 -2.595 0.723  N5 1.159
2 C 0.206 1.293 0.974  N4 1.281, H7 1.045, H8 1.067
3 C -0.588 0.775 -1.109  N4 1.363, H9 1.095, H10 1.071, H11 1.018
4 N 0.016 0.417 0.058  C2 1.281, C3 1.363, H6 1.063
5 N 0.963 -3.642 1.204  C1 1.159, H12 1.029
6 H 0.217 -0.611 0.237  N4 1.063
7 H -0.076 2.279 0.775  C2 1.045
8 H 0.771 0.944 1.809  C2 1.067
9 H -1.181 0.025 -1.644  C3 1.095
10 H -1.077 1.725 -1.036  C3 1.071
11 H 0.025 0.940 -1.905  C3 1.018
12 H 0.800 -4.635 1.418  N5 1.029

E_tot	-6195.618	eV
molecular weight	71.10	g/mol
charge	+1
orbital gap	11.3078	eV
HOMO level	-16.303	eV

=====

> Which formula does entry 2 have?

C3H7N2

=====

> What is the formula in the first record?

C3H7N2